[1]
21
Properties=species:S:1:pos:R:3:mulliken_charge:R:1 method="wB97M-V/def2-TZVPD" charge=+1 multiplicity=1
O 0.894 1.537 -0.558 -0.342
N 1.048 -0.808 0.037 0.095
N -1.017 -0.398 1.023 -0.408
N -1.369 0.267 -0.060 0.124
C 1.686 -2.021 -0.510 -0.850
C 1.026 2.233 0.709 -0.528
C 0.079 -0.926 1.156 -0.224
C 0.847 0.222 -0.801 0.177
C -2.698 0.043 -0.515 -0.863
H -3.393 0.230 0.313 0.319
H -1.327 1.201 0.145 0.143
H 0.349 -1.649 1.987 0.442
H -2.927 0.837 -1.232 0.340
H 1.120 3.219 0.462 0.287
H -2.853 -1.018 -0.999 0.265
H 2.814 -1.726 -0.550 0.309
H 0.056 2.061 1.264 0.272
H 1.331 -2.921 0.077 0.344
H 1.919 1.860 1.339 0.265
H 1.034 -0.047 -1.788 0.471
H 1.381 -2.195 -1.499 0.363

***

[2]
24
Properties=species:S:1:pos:R:3:mulliken_charge:R:1 method="wB97M-V/def2-TZVPD" smiles="SC[C@]1(S)NC=[NH+][C@](S)(CS)N1" charge=+1 multiplicity=1
S -2.355 -1.689 -1.100 -0.174
S -0.357 -1.651 2.563 -0.159
S 2.495 1.016 0.469 -0.161
S 0.771 0.980 -2.731 -0.142
N 0.024 1.193 1.317 -0.210
N 0.461 -0.429 -0.406 0.025
N -1.152 1.323 -0.699 -0.090
C -1.170 -0.696 -2.190 -1.144
C -0.923 1.690 0.535 -0.146
C 0.935 0.185 0.880 0.314
C -0.226 0.200 -1.420 0.032
C 1.211 -0.863 1.984 -1.116
H -1.940 1.712 -1.189 0.256
H 0.070 1.570 2.289 0.298
H 1.723 -0.425 2.846 0.438
H -0.616 -0.838 3.751 0.163
H -1.682 -0.162 -3.051 0.461
H 1.698 1.820 -2.072 0.164
H -0.423 -1.384 -2.675 0.486
H 0.429 -1.461 -0.432 0.330
H 1.737 -1.634 1.591 0.549
H -1.379 2.470 1.076 0.470
H 3.151 -0.121 0.403 0.181
H -2.481 -2.805 -1.740 0.175

***

Number 1: Kohn-Sham gap 9.4 eV, calculated total energy -11887.04482 eV, highest occupied orbital energy -13.35 eV. Number 2: Kohn-Sham gap 9.5 eV, calculated total energy -53183.24160 eV, highest occupied orbital energy -12.66 eV.